[1]
The following is a quantum chemistry calculation of C29H22BrClINOPPtS as an isolated structure, from the Open Molecules 2025 dataset.

Calculated values
* total charge: 0
* 2S+1: 2
* highest occupied orbital energy (spin up / spin down): -6.11 / -7.14 eV
* Kohn-Sham gap (spin up / spin down): 6.651 / 7.472 eV

```
59
Properties=species:S:1:pos:R:3:forces:R:3:lowdin_charge:R:1
H 0.74085 0.98115 -6.98691 0.0040 0.0054 -0.0075 0.1073
C -0.68620 2.71104 2.18217 -0.0404 0.0936 -0.0186 -0.6367
C -0.44701 -0.16398 -5.62714 -0.0013 -0.0059 -0.0347 -0.1429
H 2.46107 1.58092 1.82821 0.0015 0.0099 -0.0016 0.1147
P 0.15349 0.51392 0.54012 0.0882 0.0177 -0.0345 0.8423
O -2.18254 -1.22625 2.11176 -0.0471 -0.0297 0.0843 -0.3176
H -1.28302 4.34343 3.42043 0.0022 0.0097 0.0096 0.1007
H -0.00226 -0.76057 3.07505 -0.0262 -0.0119 -0.0016 0.0946
H -2.57039 -2.17741 4.23854 0.0012 -0.0232 0.0227 0.1338
I -2.53641 1.13801 -2.01521 -0.1262 0.2355 -0.3106 1.0367
H 4.09764 -2.52600 0.97248 0.0038 -0.0035 0.0006 0.1024
H 2.80969 3.60973 -2.35147 0.0006 0.0060 -0.0062 0.1041
H 3.04362 1.93215 -4.15666 0.0059 0.0072 0.0015 0.1067
C 3.20103 -2.13959 1.43999 0.0182 -0.0140 0.0068 -0.0816
C 2.49881 1.68877 -3.25333 0.0270 -0.0324 0.0208 -0.0899
C -3.27819 -3.06158 1.14668 -0.0800 -0.2115 0.1116 -0.6721
C 0.35223 1.91894 1.70171 -0.0692 0.0009 0.0704 -0.3598
C -3.95774 -4.26817 1.40902 -0.0322 -0.0555 -0.0772 -0.0988
H 0.45473 3.09597 -5.70188 0.0104 -0.0006 -0.0041 0.1095
H 2.90366 3.42434 3.38635 0.0044 -0.0066 -0.0011 0.1059
S -3.04048 -2.50805 -0.45529 0.0157 0.4247 -0.0472 0.5200
H -0.88439 3.09939 -3.64152 0.0113 -0.0056 -0.0227 0.0978
C -4.13316 -4.74521 2.67838 -0.0254 -0.0329 0.0059 -0.0774
C 1.67453 2.31339 -1.08026 -0.0146 0.0114 0.0393 -0.0705
N -2.81430 -2.38628 2.22785 0.0200 0.1460 0.0131 -0.2099
C 1.19414 0.13609 -1.96940 0.0144 -0.0318 0.0519 -0.1385
C 2.36747 2.62751 -2.24324 0.0293 0.0005 -0.0209 -0.0758
C -3.63240 -4.01044 3.75830 0.0389 0.0889 -0.0120 -0.0648
C 0.90607 -1.13610 2.62099 -0.0370 0.0091 -0.0188 -0.0974
Cl -2.34519 2.47104 1.72240 0.0316 -0.0284 -0.0618 0.6627
C -1.21216 -0.14995 -4.46939 -0.1378 -0.1969 0.1158 -0.7313
C -1.38463 1.02712 -3.74970 0.0484 -0.0879 -0.1890 -0.7128
H 3.42453 -3.31813 3.21712 0.0003 0.0010 0.0005 0.1007
H 1.58859 3.05716 -0.29966 -0.0028 0.0022 0.0206 0.1001
Br -1.99085 -1.78281 -3.90465 0.0714 0.1181 -0.0399 0.7278
H 2.75378 -0.85402 -0.20527 -0.0229 0.0071 -0.0137 0.0957
H 1.37735 -2.40878 4.27306 -0.0002 0.0019 0.0016 0.1030
Pt -1.77331 -0.53594 0.03792 0.2593 -0.5687 0.2592 0.2516
C 1.09618 1.05897 -0.92325 -0.0696 -0.0286 -0.0981 -0.3680
H 0.69866 -0.82586 -1.87716 -0.0051 0.0043 0.0092 0.1005
C 0.15084 1.00001 -6.08033 -0.0409 0.0714 0.0513 -0.0837
C 1.67705 -2.07074 3.28904 -0.0153 -0.0020 0.0220 -0.0762
C 2.82572 -2.58118 2.69751 0.0222 -0.0038 -0.0038 -0.0890
H -3.74635 -4.33516 4.78148 -0.0044 -0.0104 0.0001 0.1043
H -0.32986 -1.09316 -6.16771 0.0013 0.0035 -0.0044 0.1003
C 1.90780 0.43939 -3.11431 0.0833 -0.0182 -0.0071 -0.0857
H -4.65680 -5.67748 2.84019 -0.0019 -0.0017 0.0092 0.1070
C 1.27558 -0.68897 1.35111 0.0472 -0.0039 0.0043 -0.3493
C 2.43324 -1.19475 0.77006 0.0009 0.0558 -0.0145 -0.0789
H -4.33777 -4.80563 0.55180 0.0093 -0.0042 0.0029 0.1024
C -0.44711 3.75306 3.07274 0.0208 -0.0083 0.0161 -0.1140
C -0.01073 2.17922 -5.36547 -0.0108 -0.0939 -0.0974 -0.0929
H 1.01469 4.82603 4.19921 0.0077 0.0037 0.0013 0.1066
C 0.83946 4.01573 3.50383 -0.0466 -0.0007 -0.0037 -0.0751
C -0.76810 2.18427 -4.20836 -0.1115 0.2219 0.1518 -0.1619
H 1.98150 -0.29136 -3.90996 0.0095 0.0183 0.0192 0.1101
C -2.98608 -2.83796 3.49376 -0.0135 -0.0536 0.0112 -0.0263
C 1.89338 3.23368 3.04994 -0.0092 0.0099 0.0038 -0.0724
C 1.64006 2.20106 2.16829 0.0820 -0.0094 0.0141 -0.0981
```
Forces are in eV/Å.

[2]
The following is a quantum chemistry calculation of C24H33N3O5 as an isolated structure, from the Open Molecules 2025 dataset.

Calculated values
* total charge: 0
* highest occupied orbital energy: -7.55 eV
* Kohn-Sham gap: 7.998 eV

```
65
Properties=species:S:1:pos:R:3:forces:R:3:lowdin_charge:R:1
C -6.06949 -0.99402 -1.82579 -1.9004 -0.5553 -2.9285 -0.1211
H -2.93449 2.35659 -1.09366 -4.9269 2.7125 -0.8881 0.0703
H -0.00740 2.11244 -1.97660 7.0930 -5.4892 -2.4003 -0.0017
H 4.33457 0.74693 1.41884 1.3948 1.3040 0.4845 0.0790
C 2.41135 -2.59525 2.54327 0.4847 2.1135 7.5376 -0.0658
H 3.11243 -3.35825 -1.25302 -2.6368 -14.2772 -10.5993 -0.0513
C -3.94537 0.60397 2.79838 4.0637 -7.6860 -1.8423 0.0421
H -3.02737 1.15097 2.56839 -0.4911 0.3178 0.0303 0.0625
C -2.13296 -2.06314 -1.18577 2.2938 -1.7238 -0.7301 -0.0138
H 2.24843 0.98012 -2.54656 0.0765 -0.9073 0.9700 0.1372
C 4.68985 -1.06407 -0.04778 0.3834 10.6711 -1.1669 -0.1439
C -3.68344 -0.74006 0.64425 4.1542 -0.2767 2.2863 -0.2573
H 2.39124 -1.57402 3.37002 0.2909 -2.3462 -2.5751 0.1533
O -1.55898 1.84300 0.35308 -1.8912 -0.2452 2.5169 -0.1284
C 3.26636 1.25235 -0.53375 -3.7007 -3.4497 3.5610 -0.1497
C 3.46642 -0.74257 -2.06692 -2.7597 -2.9737 -1.5671 -0.1629
O -4.41962 -0.18544 1.60520 -1.9778 2.2380 0.1692 -0.0985
C -2.10706 1.89232 -0.90353 10.3723 -5.9375 -2.7630 -0.1096
H 0.57490 3.96769 -0.55516 1.2205 0.3489 -0.0040 0.0874
H -5.48103 -0.46888 -2.73715 -2.0250 -1.0594 1.4852 0.1240
H -7.29410 -0.66853 -1.69939 3.9129 -0.5802 -0.3950 0.1536
N 1.15281 1.90408 0.85664 1.2059 -5.5020 -0.3130 0.0367
H -1.19797 2.98034 -2.51004 0.0423 0.3518 -0.5338 0.1074
C 0.24633 2.71482 1.73938 -1.1654 -3.4957 -6.9982 -0.0198
H 3.91005 -3.46419 -0.09108 -1.2020 2.1152 -1.0360 0.2064
C -1.62138 -1.82762 0.17526 2.9114 -3.1452 -8.1958 -0.1794
H -1.14277 4.46645 -0.70452 0.6291 0.4356 -1.1425 0.1208
H -3.76725 -1.90126 -2.52623 -1.8989 -0.6955 -5.2889 0.0324
H 4.25088 -0.44387 -2.64269 1.9908 1.8687 -1.8481 0.0920
H 5.46669 -0.39481 -0.46242 0.6794 -0.7148 -0.0352 0.1245
C 1.88716 -2.54410 0.15003 4.7833 0.0940 -9.8450 -0.2755
H -1.86145 0.85584 -1.39754 -2.1711 1.2005 1.2393 0.1642
H 0.04423 2.00016 2.45548 -1.0264 -0.2832 2.4231 0.0939
C 2.48578 0.29984 -1.67341 2.7968 4.3058 1.4657 -0.0801
C -4.13841 -1.10654 -0.54884 0.2267 -1.5300 -3.3564 -0.2274
C -0.98624 3.06333 0.63791 2.8855 0.4395 7.1169 -0.3140
C 2.40725 2.23745 0.45117 0.0172 2.3615 -5.6621 -0.4239
H -3.52667 -0.56008 3.35471 -1.2404 4.2595 -0.1399 0.1887
H 4.07098 1.59914 -1.03000 2.3607 2.7281 -1.3830 0.0871
C -0.77428 2.49661 -1.63399 -9.3787 7.7428 2.3943 -0.0701
O 0.29764 -2.03962 1.65153 1.5271 0.1443 -3.0376 0.0901
H -4.78355 1.07637 3.15366 -1.6411 0.9666 1.0786 0.0447
H -1.40968 -2.43684 -1.90317 0.1382 -0.2770 0.1536 0.1079
H 3.45870 -2.78261 2.42201 0.4954 -0.3921 -0.0668 0.0524
H -6.10989 -2.17714 -2.09450 0.3233 2.5939 0.9710 0.1256
H 0.84310 3.51024 1.76305 1.8016 3.8702 1.7723 0.0652
C -0.42148 3.64320 -0.63779 -3.1539 -0.3047 0.3847 -0.0971
O 2.75573 3.41855 0.28166 -0.1098 -0.4107 2.0203 0.0066
H 3.02399 -0.28899 1.21702 1.1217 2.1120 -1.8658 0.1232
H -1.47147 3.72915 1.56215 -0.4792 -0.9038 -3.2927 0.1838
C 3.85000 0.37140 0.56737 -2.5891 -6.9359 0.4232 -0.0848
H 0.99674 0.77706 0.71904 0.1498 3.8933 0.8931 0.1995
C -2.33743 -1.07909 0.87462 -3.7827 3.2177 6.4582 -0.0203
C 3.20941 -2.60309 -0.88771 1.7708 6.9412 16.5319 -0.0764
H -1.87730 -0.90035 1.82400 -0.2263 0.8891 0.8329 0.1256
C -0.21809 -2.05056 0.39521 4.2236 -2.3430 -1.7659 -0.1729
H 5.07699 -1.47138 0.73901 1.7436 -3.6651 4.2046 0.0534
C -3.38032 -1.85343 -1.64425 0.8511 3.3191 9.6146 0.0567
H 2.84759 -1.47021 -2.78809 1.4434 1.3075 1.3745 0.1786
C 1.75241 -2.29094 1.34131 -3.9370 0.4665 9.3970 -0.3377
N 0.80295 -2.41513 -0.57298 -7.5884 1.9051 1.3071 0.1879
H 1.65802 0.06648 -1.10462 -2.1211 -1.4865 0.3002 0.0477
O -5.33868 -0.63510 -0.70615 -3.9150 0.2178 -0.5495 -0.0891
H 1.94157 -3.30683 3.43589 0.8973 1.0672 -3.1415 0.1397
N 4.09308 -1.61887 -1.08443 -2.8206 -0.9276 -4.0409 -0.1798
```
Forces are in eV/Å.

[3]
The following is a quantum chemistry calculation of one molecule with the formula C4H7I2N, from the Open Molecules 2025 dataset.

Calculated values
* total charge: 0
* 2S+1: 3
* highest occupied orbital energy (spin up / spin down): -5.68 / -9.21 eV
* Kohn-Sham gap (spin up / spin down): 6.008 / 5.221 eV

```
14
Properties=species:S:1:pos:R:3:forces:R:3:lowdin_charge:R:1
H -0.54173 -0.27889 -2.02937 -0.8916 0.4715 -0.8077 0.0473
C 0.23324 -0.63621 -1.41041 0.9686 1.3359 1.7669 -0.1157
H -0.47956 2.16709 -0.75791 -0.1717 1.5526 -2.4545 0.0035
H 1.17354 -0.52866 -1.89979 0.7783 -0.3361 -1.1417 0.0236
N 0.10704 -1.75489 1.11989 0.2498 -2.0969 -1.2306 0.0857
H -0.09667 -0.01873 2.14468 0.1731 0.4529 -0.9222 0.1178
H -0.10884 -2.33975 1.90728 -0.0577 0.4665 0.7415 0.0559
C 0.10058 -0.51812 1.16184 0.4866 0.9354 -0.1560 -0.4153
C -0.48294 1.47015 -0.01339 0.0528 -1.9089 0.9196 -0.6242
I -2.62540 0.80010 0.15601 0.3633 0.6007 0.0419 0.6925
H 0.07254 -1.66360 -1.14696 -0.0158 -0.3501 0.2970 0.0584
I 2.42051 1.00689 0.07575 4.4355 1.4657 0.2332 1.0342
H -0.16653 2.01362 0.85649 -0.5409 0.2024 0.9886 0.0280
C 0.39421 0.28099 -0.16413 -5.8301 -2.7917 1.7242 -0.9920
```
Forces are in eV/Å.

[4]
The following is a quantum chemistry calculation of C2H4LiO2Y as an isolated structure, from the Open Molecules 2025 dataset.

Calculated values
* total charge: +1
* 2S+1: 2
* highest occupied orbital energy (spin up / spin down): -10.51 / -10.51 eV
* Kohn-Sham gap (spin up / spin down): 3.963 / 3.607 eV

```
10
Properties=species:S:1:pos:R:3:forces:R:3:lowdin_charge:R:1
C 0.13897 -1.18408 0.42127 -0.7966 -2.0614 -1.8023 -0.3980
C 0.18732 -1.34797 -0.91193 0.3083 0.2112 0.8945 0.0563
H -1.32558 3.10256 -1.31482 -0.0125 0.0839 0.0987 -0.1199
Y 1.02302 0.21462 3.24927 -0.7797 -0.2607 -3.1429 1.7557
H -0.27252 -1.99026 1.04571 0.0581 0.3376 -0.1875 0.1041
Li 0.13816 1.41592 -0.07933 -0.8630 0.9705 -0.7579 0.5928
H -0.19660 -2.26460 -1.35922 0.1412 0.3297 0.1748 0.0779
O -0.88643 2.74223 -0.54678 0.8265 -1.0356 0.4960 -0.6099
O 0.53489 -0.08023 1.06244 1.4198 1.6263 4.0799 -0.5365
H 0.65877 -0.60820 -1.56663 -0.3020 -0.2015 0.1467 0.0774
```
Forces are in eV/Å.

[5]
The following is a quantum chemistry calculation of a 2-piece molecular cluster, C16H35N3O5P2 overall, from the Open Molecules 2025 dataset.

Calculated values
* total charge: 0
* highest occupied orbital energy: -6.59 eV
* Kohn-Sham gap: 5.782 eV

```
61
Properties=species:S:1:pos:R:3:forces:R:3:lowdin_charge:R:1
C 0.10711 1.08715 -1.08796 -0.0366 -0.0867 -0.0324 -0.1704
H 1.59819 4.02957 -1.69391 -0.2315 -0.0523 0.1564 0.1437
N -0.04138 3.55418 -0.41076 0.1648 0.0582 0.4833 -0.2248
H 0.51943 0.11946 -0.78037 -0.0487 0.2188 0.2295 0.1226
O -1.68336 -4.25580 0.99462 4.8729 1.9298 -5.6862 -0.0831
C -0.92358 -3.97889 -0.06417 -3.9689 -1.3979 2.3963 -0.2713
C 3.09165 -3.83068 0.88149 6.6027 -1.1812 -2.1529 -0.4368
H -1.98826 2.88057 -1.04465 0.1789 0.1115 0.1755 0.0981
H -1.05741 5.91020 1.03053 0.1744 -0.0823 0.0297 0.1090
H -0.44979 -5.63680 -1.94854 -1.1269 1.2691 -1.4461 0.1138
H -3.51471 -4.55526 -2.37984 0.9805 0.1256 2.3470 0.0912
C 0.00150 5.92545 0.74706 -0.0403 -0.0286 0.0726 -0.2320
H 2.33067 -5.70494 3.07740 -0.7054 1.0276 -0.1730 0.0247
H -2.95681 -5.65743 -0.91430 -0.4511 2.4588 -0.5243 0.1188
H -0.87686 2.81374 -3.04356 0.0870 0.0445 0.0145 0.1185
C 0.66841 -3.64670 -0.10949 0.2575 0.5604 -0.0411 -0.0732
C -0.95730 -4.72168 -2.47550 2.4858 0.7197 -0.3072 -0.1351
H 1.64888 4.52034 0.50361 -0.2867 -0.1123 -0.1555 0.1370
C -3.05637 -4.52882 -1.28200 -0.7813 -0.4625 -0.5719 -0.1415
H 0.05901 7.86667 -0.18383 0.0417 -0.1842 -0.0449 0.0851
H -1.89493 3.44169 0.65383 0.1175 0.0356 -0.2232 0.1192
H -1.89927 -0.43490 3.12021 1.8890 -0.6023 -1.0426 0.0396
H -0.07562 1.86869 0.92716 0.1003 0.2231 -0.1452 0.1108
H -0.97817 -0.54640 1.41323 0.1021 -0.5284 2.5420 0.0349
H -1.59931 -4.98582 -3.41736 0.9961 0.4619 2.1828 0.0955
C 0.20117 2.84929 -2.84749 -0.0213 -0.1838 -0.0886 -0.1715
H -0.15929 0.29088 2.90058 -1.3792 -1.6551 -0.5323 0.0342
H 0.67573 3.13417 -3.79385 -0.0873 0.1969 0.2248 0.1297
N -1.67145 -3.91561 -1.41371 0.2824 -1.6954 1.8177 -0.2048
O 3.85792 -5.10493 0.97629 -5.2498 6.4787 0.1444 -0.2607
H 0.77657 -2.52563 -0.50525 -0.2305 -2.3410 0.9580 0.1315
H 2.24511 -2.42063 2.79114 -0.9245 0.3417 -1.4189 0.1012
P -0.05386 -2.30992 3.12186 -1.8467 -0.5211 -0.5695 0.8292
H 0.02393 -5.19114 3.25920 0.9312 0.6140 -0.1210 -0.0114
H 1.79211 1.48062 -2.36873 -0.0494 -0.0269 -0.0052 0.1292
P 1.14436 -5.28667 2.36049 -1.2997 -4.6495 -4.9660 0.7883
C 0.56389 4.50155 0.66472 -0.3973 -0.0662 -0.0245 -0.1105
H 0.42217 0.73547 -3.19132 0.1013 0.1126 0.1648 0.1277
C 1.47524 -3.71739 1.31010 1.5477 0.3899 0.0722 -0.5107
H -0.61310 -1.81120 5.21332 2.0908 -0.7940 -0.8869 0.0676
N 1.41470 -2.40908 2.12590 0.1644 -0.4239 2.0104 -0.2215
C 0.18981 6.81734 -0.46734 -0.0917 0.2567 -0.2048 -0.1056
H 1.29454 -4.29836 -0.88614 -1.7925 1.1366 1.7917 0.1478
O 3.71316 -2.72926 0.38612 -4.0080 -4.7361 2.5484 -0.1679
H 0.38274 4.01671 1.63254 0.0129 -0.0881 -0.3223 0.1341
H 0.07511 4.85231 -2.11460 0.1046 -0.0120 0.3085 0.1086
H -3.78612 -3.89208 -0.62013 1.7044 -1.4092 -1.0947 0.0949
O 0.27940 -2.11607 4.81995 -1.3586 1.3789 -0.9672 -0.3854
H 1.19024 6.70926 -0.89686 -0.1240 0.0454 -0.0130 0.0849
O 0.75464 -6.44070 1.30339 1.0015 3.3136 3.1176 -0.5403
H 1.50069 2.17565 0.15306 -0.2119 0.1421 -0.0367 0.1472
C 0.69834 1.47601 -2.43215 -0.0094 -0.1562 -0.1650 -0.1840
H 0.51816 6.41369 1.58415 -0.0297 -0.3821 -0.0183 0.1244
C -1.56615 3.63003 -0.37280 0.7391 0.0012 -0.1304 0.0378
C -0.86777 -0.62011 2.59773 0.9639 2.0347 -0.1940 -0.3209
H -0.97445 0.94078 -1.18350 0.0708 -0.0070 0.0563 0.1175
C 0.51393 3.90705 -1.79894 -0.2726 -0.1564 -0.0277 -0.1039
H -0.06185 -4.03593 -2.86650 -1.8357 -1.5875 0.6722 0.0975
H -1.87939 4.62334 -0.70222 0.1084 -0.1645 0.0952 0.1016
H -0.56034 6.61162 -1.23491 0.1572 0.0554 -0.0597 0.0632
C 0.41838 2.12536 -0.01699 -0.1346 0.0314 -0.2190 -0.0934
```
Forces are in eV/Å.

[6]
The following is a quantum chemistry calculation of C2H4BrClO2S as an isolated structure, from the Open Molecules 2025 dataset.

Calculated values
* total charge: 0
* highest occupied orbital energy (spin up / spin down): -10.51 / -10.51 eV
* Kohn-Sham gap (spin up / spin down): 8.206 / 8.205 eV

```
11
Properties=species:S:1:pos:R:3:forces:R:3:lowdin_charge:R:1
C -1.01557 1.27199 1.41561 0.6779 3.7271 0.5316 -0.7556
H 0.21730 0.71897 -1.41830 -0.1633 -0.2203 0.2587 0.0450
O -2.72684 0.62809 -0.45468 -0.0938 0.5110 -0.9016 -0.2833
H -0.37841 -1.06234 -1.47750 0.6255 2.0105 1.3099 0.1331
S -1.56271 0.09340 0.14379 1.5169 -0.4889 0.9367 0.5057
H 0.66542 -0.45807 -0.15965 1.5494 -0.4851 1.5719 0.0284
Cl -2.11260 2.53943 1.94052 0.0219 -0.7514 -0.9361 0.6017
H -0.66306 0.98428 2.38426 0.9717 -1.1835 -0.2132 0.0135
C -0.07578 -0.13130 -0.79491 -2.6765 -0.9019 -3.8875 -0.1997
Br 0.96150 2.67940 0.66498 -1.9268 -1.6502 0.6725 0.2171
O -1.62319 -1.14140 0.85622 -0.5029 -0.5672 0.6570 -0.3059
```
Forces are in eV/Å.

Q: Number 2 is which compound?
A: C24H33N3O5

Q: Which of these has the highest total charge?
A: C2H4LiO2Y

Q: What is the formula in the fifth record?
A: C16H35N3O5P2